# 1
{"formula": "C19H25N3O2S", "method": "ωB97M-V/def2-TZVPD", "elements": ["C", "H", "H", "H", "C", "C", "C", "C", "C", "C", "C", "H", "H", "S", "O", "O", "N", "C", "C", "C", "C", "C", "C", "H", "H", "N", "C", "H", "C", "N", "C", "H", "H", "H", "C", "C", "H", "H", "H", "H", "H", "H", "H", "H", "H", "H", "H", "H", "H", "H"], "coordinates": [[-2.0556, 2.7087, 0.3051], [-3.0941, 2.9889, 0.1454], [-1.7445, 2.0377, -0.4923], [-1.9793, 2.1730, 1.2486], [-1.1627, 3.9521, 0.3311], [0.2654, 3.5352, 0.5267], [0.7881, 3.3870, 1.8074], [2.0628, 2.8830, 1.9915], [2.8193, 2.5421, 0.8880], [2.3361, 2.7161, -0.3929], [1.0587, 3.2159, -0.5696], [0.6649, 3.3422, -1.5672], [2.9647, 2.4505, -1.2270], [4.3278, 1.6154, 1.1417], [5.0151, 1.4693, -0.1037], [5.0549, 2.1017, 2.2775], [3.6994, 0.1208, 1.6159], [2.5165, -0.2779, 0.9714], [2.4938, -0.3634, -0.4161], [1.3258, -0.6732, -1.0781], [0.1369, -0.9363, -0.3834], [0.1814, -0.8655, 1.0115], [1.3461, -0.5296, 1.6739], [1.3487, -0.4754, 2.7540], [-0.6961, -1.0759, 1.6009], [-1.0295, -1.1743, -1.0877], [-2.3049, -1.2631, -0.4236], [-3.0629, -0.9581, -1.1544], [-2.6023, -2.6944, 0.0558], [-1.9248, -3.6432, -0.8113], [-2.4261, -4.9846, -0.6396], [-3.4856, -5.0872, -0.9269], [-2.3244, -5.2655, 0.4080], [-1.8318, -5.6697, -1.2421], [-1.9357, -3.1854, -2.1850], [-0.9945, -1.9717, -2.3000], [-1.2874, -1.3585, -3.1633], [0.0219, -2.3325, -2.4551], [-1.5651, -3.9864, -2.8269], [-2.9547, -2.9281, -2.5266], [-2.2289, -2.8537, 1.0716], [-3.6965, -2.8542, 0.0641], [-2.3473, -0.5551, 0.4033], [1.3316, -0.6907, -2.1567], [3.4018, -0.1616, -0.9610], [3.6548, 0.0737, 2.6235], [2.4814, 2.7490, 2.9771], [0.1848, 3.6511, 2.6637], [-1.4787, 4.6088, 1.1433], [-1.2693, 4.4929, -0.6104]], "de_lowest_ev": 2.463, "gap_ev": 8.1, "total_energy_ha": -1451.91692, "largest_force_ev_per_a": 0.919, "smiles": "CCc1ccc(S(=O)(=O)Nc2ccc(N3CCN(C)CC3)cc2)cc1"}



# 2
{"formula": "C32H88Cu2N8O12S", "method": "ωB97M-V/def2-TZVPD", "elements": ["Cu", "Cu", "S", "O", "O", "O", "O", "C", "C", "C", "O", "C", "N", "H", "H", "H", "H", "H", "H", "H", "H", "H", "H", "H", "C", "C", "C", "O", "C", "N", "H", "H", "H", "H", "H", "H", "H", "H", "H", "H", "H", "C", "C", "C", "O", "C", "N", "H", "H", "H", "H", "H", "H", "H", "H", "H", "H", "H", "C", "C", "C", "O", "C", "N", "H", "H", "H", "H", "H", "H", "H", "H", "H", "H", "H", "C", "C", "C", "O", "C", "N", "H", "H", "H", "H", "H", "H", "H", "H", "H", "H", "H", "C", "C", "C", "O", "C", "N", "H", "H", "H", "H", "H", "H", "H", "H", "H", "H", "H", "C", "C", "C", "O", "C", "N", "H", "H", "H", "H", "H", "H", "H", "H", "H", "H", "H", "C", "C", "C", "O", "C", "N", "H", "H", "H", "H", "H", "H", "H", "H", "H", "H", "H"], "coordinates": [[-1.7804, 1.4012, -2.6268], [1.9670, 0.3132, 2.3445], [0.0846, 0.1597, 0.1387], [-0.7806, 1.1738, -0.5126], [1.4337, 0.7501, 0.1716], [-0.3528, -0.0668, 1.5113], [0.0778, -1.0674, -0.6627], [-5.0416, -0.8423, -1.6841], [-3.6879, -1.0902, -1.0315], [-3.5241, -2.5494, -0.5849], [-3.9114, -3.4709, -1.5664], [-4.1776, -4.7447, -0.9695], [-2.6614, -0.6572, -2.0108], [-5.0760, 0.0845, -2.2569], [-5.9099, -0.8870, -1.0265], [-5.2072, -1.6247, -2.4304], [-3.5138, -0.4141, -0.1954], [-4.0961, -2.6562, 0.3438], [-2.4676, -2.6879, -0.3152], [-5.1054, -4.7215, -0.3898], [-3.3538, -5.0533, -0.3260], [-4.4074, -5.5045, -1.7148], [-1.7680, -0.8494, -1.5580], [-2.6587, -1.3150, -2.7902], [4.7682, -2.0840, -0.3625], [4.3363, -1.5204, 0.9853], [4.8432, -0.0904, 1.1955], [4.3594, 0.4828, 2.4314], [4.8613, 1.8115, 2.5896], [2.8784, -1.5714, 1.1438], [4.5460, -3.1565, -0.3508], [5.8538, -2.0763, -0.4800], [4.2152, -1.7003, -1.2201], [4.7609, -2.1038, 1.8043], [4.5733, 0.5408, 0.3417], [5.9315, -0.0584, 1.2936], [4.5475, 2.1299, 3.5863], [4.3328, 2.4720, 1.9029], [5.9501, 1.8573, 2.6028], [2.6008, -2.5438, 1.0051], [2.3995, -1.1393, 0.3548], [-1.2444, 5.7882, 1.6348], [-1.5051, 4.5785, 0.7272], [-1.1900, 4.9258, -0.7029], [-2.1002, 5.8938, -1.2454], [-1.7754, 6.1180, -2.5830], [-0.6922, 3.4667, 1.1825], [-0.1967, 6.0989, 1.5742], [-1.3371, 5.5154, 2.6889], [-1.8546, 6.6785, 1.4858], [-2.5616, 4.2953, 0.6628], [-1.2277, 4.0204, -1.3260], [-0.1843, 5.3534, -0.7927], [-1.9804, 5.2896, -3.2768], [-0.7395, 6.4589, -2.6751], [-2.4084, 6.8731, -3.0585], [0.2581, 3.6331, 0.8540], [-0.8466, 2.6166, 0.6179], [2.1518, -5.1943, -2.2812], [0.8987, -4.4876, -1.7851], [-0.2574, -5.3625, -1.3450], [-0.7306, -6.0931, -2.4465], [-1.3053, -7.3256, -2.0635], [1.3496, -3.5144, -0.7892], [1.9014, -5.8962, -3.0781], [2.7247, -5.6768, -1.4850], [2.9035, -4.5152, -2.6946], [0.5348, -3.8806, -2.6299], [-1.0319, -4.7609, -0.8538], [0.0773, -5.9915, -0.5081], [-2.0937, -7.1467, -1.3231], [-0.4827, -7.9160, -1.6502], [-1.8195, -7.8473, -2.8687], [0.6632, -2.7840, -0.5687], [2.1101, -2.9843, -1.1984], [1.6864, -0.7367, -5.5674], [1.6595, -0.6280, -4.0329], [2.6813, 0.3622, -3.4900], [3.9815, -0.0292, -3.8968], [4.9234, 0.9165, -3.4685], [0.2562, -0.4306, -3.6462], [2.6929, -1.0337, -5.8685], [1.4924, 0.2542, -5.9799], [1.0067, -1.4918, -5.9578], [1.9915, -1.5854, -3.6071], [2.5577, 0.3366, -2.4006], [2.5210, 1.3604, -3.9101], [5.9553, 0.6090, -3.6422], [4.9023, 0.9547, -2.3697], [4.7893, 1.9330, -3.8467], [-0.2560, -1.2403, -3.9966], [0.1501, -0.6906, -2.6655], [2.7606, 3.7983, -2.3137], [3.3670, 3.7415, -0.9172], [4.0996, 5.0191, -0.5802], [4.8305, 4.8645, 0.6293], [5.8896, 5.7798, 0.7341], [2.2942, 3.3476, 0.0125], [3.5720, 3.8576, -3.0432], [2.1639, 4.7055, -2.4268], [2.1402, 2.9216, -2.4869], [4.0989, 2.9230, -0.8632], [3.4531, 5.8958, -0.4364], [4.7452, 5.3351, -1.4079], [6.6240, 5.6764, -0.0705], [6.4104, 5.6264, 1.6790], [5.4676, 6.7915, 0.7510], [2.7836, 3.2926, 0.9007], [1.8655, 2.4461, -0.2213], [-0.6581, -3.5299, 2.7570], [-1.7642, -2.8044, 3.5171], [-2.2781, -3.5666, 4.7179], [-2.7851, -4.8302, 4.3268], [-3.4954, -5.4816, 5.3451], [-1.2645, -1.4872, 3.9056], [-0.3605, -3.0629, 1.8207], [-0.9055, -4.5916, 2.6859], [0.2070, -3.5748, 3.4294], [-2.6148, -2.7742, 2.8210], [-3.1776, -3.0167, 5.0354], [-1.5852, -3.6884, 5.5566], [-4.4091, -4.9230, 5.5830], [-2.8832, -5.5828, 6.2469], [-3.7758, -6.4483, 4.9293], [-0.9805, -1.0211, 3.0479], [-2.0379, -0.8946, 4.1942], [-4.0575, 0.0845, 2.4842], [-3.3709, 1.4484, 2.2917], [-4.1949, 2.6360, 2.7336], [-5.3772, 2.8453, 1.9980], [-6.0603, 4.0014, 2.4943], [-2.1034, 1.5017, 3.0117], [-3.4678, -0.7001, 2.0134], [-5.0776, 0.0513, 2.1035], [-4.0440, -0.0711, 3.5660], [-3.1056, 1.5149, 1.2244], [-3.6110, 3.5727, 2.7406], [-4.3890, 2.6425, 3.8196], [-5.4065, 4.8684, 2.3742], [-6.2846, 3.7895, 3.5426], [-6.9572, 4.0732, 1.8843], [-1.5304, 0.6963, 2.7271], [-1.5988, 2.2835, 2.5985]], "de_lowest_ev": 0.000, "gap_ev": 7.2, "total_energy_ha": -6291.94824, "largest_force_ev_per_a": 1.934}



# 3
{"formula": "C16H16N2OS", "method": "ωB97M-V/def2-TZVPD", "elements": ["C", "H", "O", "C", "C", "C", "C", "C", "C", "H", "H", "C", "H", "H", "S", "C", "N", "C", "C", "C", "C", "C", "N", "C", "H", "H", "H", "H", "C", "H", "H", "H", "H", "H", "H", "H"], "coordinates": [[4.9654, 1.0631, 1.3942], [4.1879, 1.7609, 1.7226], [4.5038, -0.2651, 1.3979], [3.4654, -0.5972, 0.5814], [2.8006, 0.2824, -0.2647], [1.7570, -0.1723, -1.0538], [1.3605, -1.4995, -1.0220], [2.0254, -2.3748, -0.1665], [3.0629, -1.9340, 0.6230], [3.5843, -2.6053, 1.2867], [1.7165, -3.4090, -0.1198], [0.2270, -1.9842, -1.8626], [0.4734, -2.9114, -2.3798], [-0.1111, -1.2288, -2.5683], [-1.2253, -2.4298, -0.8298], [-1.8701, -0.8482, -0.4574], [-1.3389, 0.1987, -1.0589], [-1.8143, 1.4094, -0.8003], [-2.8673, 1.6158, 0.0851], [-3.4541, 0.5334, 0.7246], [-2.9424, -0.7411, 0.4486], [-3.4866, -1.8855, 1.0625], [-3.9431, -2.8050, 1.5751], [-4.5930, 0.6965, 1.6767], [-4.8637, 1.7440, 1.7828], [-5.4603, 0.1384, 1.3251], [-4.3267, 0.2963, 2.6546], [-3.2284, 2.6158, 0.2704], [-1.1461, 2.5484, -1.5014], [-1.8383, 3.3731, -1.6490], [-0.3095, 2.9034, -0.8992], [-0.7571, 2.2190, -2.4611], [1.2434, 0.5197, -1.7028], [3.0832, 1.3222, -0.3199], [5.7928, 1.0897, 2.1016], [5.3270, 1.3610, 0.4045]], "de_lowest_ev": 1.039, "gap_ev": 8.6, "total_energy_ha": -1202.23699, "largest_force_ev_per_a": 1.162, "smiles": "COc1ccc(CSc2nc(C)cc(C)c2C#N)cc1"}



# 4
{"formula": "C6H18F4O3Pb", "method": "ωB97M-V/def2-TZVPD", "elements": ["Pb", "F", "F", "F", "F", "C", "C", "O", "H", "H", "H", "H", "H", "H", "C", "C", "O", "H", "H", "H", "H", "H", "H", "C", "C", "O", "H", "H", "H", "H", "H", "H"], "coordinates": [[-0.4945, 0.0527, -0.5738], [-0.9279, 2.5450, -0.1684], [1.8281, 1.4012, -0.9644], [-0.4225, -2.2419, 0.4714], [-0.6186, 1.2595, -2.9393], [2.1023, 1.2200, 2.5515], [1.0890, 0.0946, 2.5660], [-0.1643, 0.5478, 2.0859], [3.1465, 0.9127, 2.6092], [1.7740, 1.8580, 3.3720], [2.0518, 1.8142, 1.6391], [1.0617, -0.4593, 3.5044], [1.3882, -0.6971, 1.8791], [-0.4428, 1.3034, 2.6086], [-3.7872, 1.4085, 1.3973], [-3.8612, 0.6035, 0.0721], [-2.9297, -0.4334, 0.0701], [-3.8711, 0.7391, 2.2535], [-4.6340, 2.0946, 1.4127], [-2.8438, 1.9480, 1.4819], [-3.6811, 1.2409, -0.7937], [-4.8624, 0.1938, -0.0618], [-3.2206, -1.0746, 0.7226], [2.8972, -2.1320, -3.6021], [2.3193, -1.9804, -2.1554], [1.2791, -1.0402, -2.2054], [3.7541, -2.8034, -3.5459], [3.1932, -1.1790, -4.0405], [2.2156, -2.6217, -4.2976], [3.0462, -1.5062, -1.4959], [1.8816, -2.8713, -1.7052], [1.7341, -0.1969, -2.1481]], "de_lowest_ev": 0.896, "charge": -2, "gap_ev": 6.4, "total_energy_ha": -1057.40399, "largest_force_ev_per_a": 3.459}